1.
Here is a molecular structure, C23H49HfN2O13 at a distorted geometry from the OMol25 dataset. Energies are from ωB97M-V/def2-TZVPD.

Positions of all 88 atoms, in Å:
Hf (-1.05, -0.78, 2.58)
N (0.88, -0.78, 0.29)
O (1.75, -0.68, -0.51)
O (0.55, -1.82, 0.96)
O (0.21, 0.19, 0.72)
C (3.84, -3.35, -1.75)
N (5.12, -3.80, -1.17)
O (5.70, -4.71, -1.73)
O (5.55, -3.21, -0.19)
H (3.04, -3.70, -1.10)
H (3.73, -3.75, -2.75)
H (3.78, -2.28, -1.92)
C (-1.65, -0.10, 5.78)
O (-0.59, -0.26, 4.79)
C (0.69, 0.01, 5.44)
C (1.82, -0.42, 4.52)
O (1.45, -0.07, 3.19)
C (2.05, 1.18, 2.79)
H (-1.46, 0.64, 6.55)
H (-1.89, -1.06, 6.24)
H (-2.53, 0.31, 5.28)
H (0.74, -0.49, 6.41)
H (0.79, 1.09, 5.59)
H (2.06, -1.48, 4.65)
H (2.74, 0.06, 4.88)
H (3.07, 1.03, 2.45)
H (2.10, 1.94, 3.58)
H (1.50, 1.62, 1.96)
C (-3.61, 0.63, 0.55)
O (-2.45, -0.25, 0.56)
C (-2.41, -1.05, -0.66)
C (-2.91, -2.40, -0.23)
O (-2.19, -2.75, 0.94)
C (-2.34, -4.16, 1.24)
H (-3.79, 1.03, 1.54)
H (-4.52, 0.15, 0.18)
H (-3.36, 1.46, -0.11)
H (-1.39, -1.21, -1.02)
H (-2.98, -0.60, -1.47)
H (-2.79, -3.13, -1.05)
H (-3.99, -2.47, -0.08)
H (-2.47, -4.32, 2.31)
H (-1.38, -4.65, 1.06)
H (-3.10, -4.71, 0.70)
C (2.19, 3.32, -0.59)
O (1.54, 4.33, 0.17)
C (0.16, 4.38, -0.09)
C (-0.53, 5.29, 0.91)
O (-0.33, 6.67, 0.70)
C (-1.10, 7.21, -0.35)
H (1.94, 2.30, -0.26)
H (3.22, 3.45, -0.25)
H (2.05, 3.37, -1.67)
H (-0.18, 3.34, 0.01)
H (-0.05, 4.61, -1.15)
H (-0.10, 5.08, 1.89)
H (-1.60, 5.13, 1.05)
H (-2.17, 7.04, -0.21)
H (-0.80, 6.69, -1.27)
H (-0.90, 8.28, -0.40)
C (0.05, 0.55, -3.12)
O (-0.71, 1.22, -2.12)
C (-1.60, 2.19, -2.69)
C (-0.94, 3.28, -3.50)
O (-1.93, 4.19, -3.87)
C (-1.49, 5.14, -4.83)
H (0.81, 1.19, -3.57)
H (-0.60, 0.12, -3.90)
H (0.52, -0.31, -2.65)
H (-2.14, 2.56, -1.82)
H (-2.33, 1.70, -3.34)
H (-0.40, 2.88, -4.37)
H (-0.15, 3.88, -3.02)
H (-1.06, 4.60, -5.68)
H (-0.74, 5.81, -4.40)
H (-2.31, 5.66, -5.31)
C (0.97, -6.81, -2.15)
C (1.86, -7.19, -1.14)
C (2.01, -6.38, -0.01)
C (1.33, -5.18, 0.08)
C (0.48, -4.79, -0.93)
C (0.29, -5.60, -2.08)
H (0.73, -7.41, -3.01)
H (2.35, -8.15, -1.19)
H (2.54, -6.75, 0.86)
H (1.49, -4.49, 0.89)
H (-0.17, -3.93, -0.84)
H (-0.52, -5.36, -2.74)

Output
* multiplicity: 1
* max |F|: 6.68 eV/A
* net charge: +3
* frontier orbital gap: 1.89 eV
* HOMO: -15.60 eV
* LUMO: -13.714 eV

***

2.
Here is 2 unconnected molecules or ions with the total composition C2H3N3O2 at a distorted geometry from the OMol25 dataset. Energies are from ωB97M-V/def2-TZVPD.

Positions of all 10 atoms, in Å:
C (0.15, -1.33, 0.10)
C (-0.18, -0.04, 0.28)
N (1.45, -1.52, -0.04)
N (-2.42, -0.09, 0.17)
N (0.39, 0.95, 0.01)
O (2.36, -0.70, 0.02)
O (0.10, 2.25, 0.18)
H (-0.58, -2.13, 0.21)
H (-2.20, -0.09, -0.92)
H (0.93, 2.70, -0.02)

Output
* multiplicity: 1
* max |F|: 7.26 eV/A
* frontier orbital gap (alpha / beta): 7.23 / 7.97 eV
* HOMO (alpha / beta): -9.13 / -8.67 eV
* LUMO (alpha / beta): -1.894 / -0.697 eV

***

3.
Here is a molecular structure, C45H31N4O5P2RuS3 at a distorted geometry from the OMol25 dataset. Energies are from ωB97M-V/def2-TZVPD.

Positions of all 91 atoms, in Å:
Ru (0.62, 0.60, -0.74)
O (2.23, -0.72, 3.05)
S (1.25, -0.48, 2.00)
C (-0.29, 0.00, 2.83)
C (-0.86, -0.78, 3.82)
C (-2.02, -0.33, 4.44)
C (-2.60, 0.87, 4.05)
C (-2.00, 1.66, 3.08)
C (-0.81, 1.25, 2.48)
P (0.04, 2.14, 1.13)
C (1.54, 2.82, 1.91)
C (2.17, 3.85, 1.21)
C (3.38, 4.36, 1.65)
C (3.98, 3.83, 2.78)
C (3.34, 2.83, 3.50)
C (2.11, 2.33, 3.08)
C (-0.90, 3.68, 0.95)
C (-1.42, 4.03, -0.29)
C (-2.10, 5.22, -0.45)
C (-2.26, 6.08, 0.63)
C (-1.72, 5.75, 1.87)
C (-1.03, 4.56, 2.03)
C (0.78, -2.16, 1.48)
C (1.65, -3.17, 1.86)
C (1.48, -4.45, 1.38)
C (0.43, -4.73, 0.52)
C (-0.46, -3.73, 0.16)
C (-0.28, -2.41, 0.61)
P (-1.46, -1.06, 0.23)
C (-1.47, -0.84, -1.60)
C (-1.72, 0.49, -2.01)
C (-1.94, 0.75, -3.40)
C (-1.62, -0.16, -4.34)
C (-0.87, -1.37, -3.94)
C (-1.16, -1.80, -2.54)
C (-2.94, -2.14, 0.41)
C (-3.18, -2.71, 1.66)
C (-4.16, -3.67, 1.80)
C (-4.92, -4.06, 0.71)
C (-4.72, -3.46, -0.52)
C (-3.74, -2.50, -0.67)
H (-0.41, -1.72, 4.08)
H (-2.49, -0.93, 5.20)
H (-3.51, 1.20, 4.52)
H (-2.46, 2.59, 2.79)
H (1.71, 4.25, 0.32)
H (3.87, 5.14, 1.09)
H (4.94, 4.19, 3.11)
H (3.80, 2.42, 4.39)
H (1.63, 1.56, 3.66)
H (-1.27, 3.37, -1.14)
H (-2.50, 5.50, -1.42)
H (-2.80, 7.01, 0.51)
H (-1.82, 6.42, 2.70)
H (-0.58, 4.31, 2.98)
H (2.45, -2.91, 2.55)
H (2.17, -5.23, 1.67)
H (0.30, -5.72, 0.13)
H (-1.31, -3.97, -0.46)
H (-2.09, 1.21, -1.27)
H (-2.41, 1.69, -3.69)
H (-1.81, 0.00, -5.39)
H (-1.11, -2.09, -5.73)
H (-1.00, -2.84, -2.32)
H (-2.57, -2.42, 2.50)
H (-4.32, -4.13, 2.77)
H (-5.67, -4.84, 0.82)
H (-5.31, -3.77, -1.37)
H (-3.58, -2.05, -1.64)
O (1.34, -3.77, -5.31)
C (2.29, -3.88, -4.40)
O (3.25, -4.58, -4.57)
C (2.14, -3.12, -3.13)
C (2.91, -3.42, -2.01)
N (2.62, -2.53, -1.06)
N (1.71, -1.65, -1.48)
C (1.40, -1.98, -2.74)
C (0.54, -0.98, -3.41)
O (-0.92, -2.44, -4.85)
O (0.75, 0.21, -3.12)
H (0.54, -3.26, -5.04)
H (3.63, -4.21, -1.87)
H (3.01, -2.45, -0.14)
S (3.13, 0.72, -0.15)
C (3.77, 1.81, -1.31)
C (5.17, 1.78, -1.42)
N (6.31, 1.71, -1.46)
C (3.02, 2.70, -2.07)
S (1.32, 2.88, -2.01)
C (3.69, 3.57, -2.94)
N (4.20, 4.29, -3.68)

Output
* multiplicity: 2
* max |F|: 3.74 eV/A
* frontier orbital gap (alpha / beta): 4.78 / 6.00 eV
* HOMO (alpha / beta): -7.26 / -7.40 eV
* LUMO (alpha / beta): -2.478 / -1.404 eV

***

4.
Here is a molecular structure, C34H28N3Ti at a distorted geometry from the OMol25 dataset. Energies are from ωB97M-V/def2-TZVPD.

Positions of all 66 atoms, in Å:
Ti (0.20, -0.48, 0.39)
C (0.49, -0.24, 4.73)
C (-0.06, -0.42, 3.48)
N (0.65, -0.41, 2.35)
C (2.03, -0.24, 2.43)
C (2.65, -0.03, 3.68)
C (1.87, -0.03, 4.82)
C (4.08, 0.18, 3.71)
C (4.80, 0.15, 2.58)
C (4.19, -0.11, 1.30)
C (4.92, -0.20, 0.13)
C (4.26, -0.51, -1.09)
C (2.91, -0.72, -1.08)
N (2.15, -0.62, 0.04)
C (2.79, -0.32, 1.25)
H (-0.13, -0.25, 5.61)
H (-1.13, -0.57, 3.36)
H (2.34, 0.12, 5.79)
H (4.55, 0.35, 4.67)
H (5.88, 0.31, 2.61)
H (5.99, -0.05, 0.15)
H (4.81, -0.59, -2.01)
H (2.38, -0.95, -1.99)
C (0.66, -4.12, -0.03)
C (-0.74, -4.06, -0.57)
C (-1.32, -5.17, -1.16)
C (-2.62, -5.13, -1.67)
C (-3.34, -3.95, -1.57)
C (-2.79, -2.82, -0.98)
C (-3.59, -1.54, -0.90)
C (-1.48, -2.86, -0.48)
N (-0.91, -1.72, 0.07)
H (1.03, -5.15, -0.02)
H (0.71, -3.72, 0.98)
H (1.35, -3.52, -0.64)
H (-0.75, -6.09, -1.23)
H (-3.05, -6.01, -2.13)
H (-4.35, -3.91, -1.95)
H (-4.66, -1.75, -0.86)
H (-3.41, -0.90, -1.77)
H (-3.31, -0.97, -0.02)
C (-2.64, 4.10, -4.50)
C (-2.74, 2.78, -4.90)
C (-2.16, 1.77, -4.14)
C (-1.48, 2.06, -2.96)
C (-1.38, 3.40, -2.57)
C (-1.96, 4.41, -3.33)
C (-0.91, 0.94, -2.18)
C (-0.41, 0.94, -0.95)
C (-0.42, 1.96, 0.10)
C (-1.58, 2.21, 0.84)
C (-1.55, 2.97, 2.00)
C (-0.34, 3.49, 2.46)
C (0.82, 3.25, 1.75)
C (0.79, 2.49, 0.59)
H (-3.09, 4.89, -5.09)
H (-3.27, 2.53, -5.81)
H (-2.24, 0.74, -4.46)
H (-0.84, 3.66, -1.67)
H (-1.87, 5.44, -3.01)
H (-0.92, -0.01, -2.71)
H (-2.52, 1.78, 0.49)
H (-2.46, 3.15, 2.55)
H (-0.32, 4.08, 3.37)
H (1.76, 3.65, 2.10)
H (1.70, 2.30, 0.04)

Output
* multiplicity: 2
* max |F|: 2.30 eV/A
* frontier orbital gap (alpha / beta): 5.30 / 6.62 eV
* HOMO (alpha / beta): -5.77 / -7.29 eV
* LUMO (alpha / beta): -0.475 / -0.664 eV

***

5.
Here is a molecular structure, C31H43BrGaN4O10 at a distorted geometry from the OMol25 dataset. Energies are from ωB97M-V/def2-TZVPD.

Positions of all 90 atoms, in Å:
C (5.67, 3.23, -0.07)
C (6.10, 1.79, -0.38)
O (4.99, 1.01, -0.71)
C (5.00, -0.31, -0.20)
C (3.63, -0.66, 0.34)
O (2.75, -1.02, -0.67)
C (1.42, -1.21, -0.15)
Ga (0.47, 0.59, 0.18)
C (1.43, 1.95, -1.06)
C (1.29, 1.49, -2.45)
O (2.20, 1.49, -3.28)
C (0.64, 1.07, 2.17)
C (0.13, -0.10, 3.02)
C (1.26, -0.89, 3.67)
Br (-1.14, 0.56, 4.40)
C (-1.52, 0.58, -0.30)
C (-1.98, 2.04, -0.52)
O (-2.29, 2.23, -1.91)
C (-3.19, 2.40, 0.38)
N (-2.82, 3.50, 1.29)
H (5.71, 3.87, -0.94)
H (4.68, 3.24, 0.38)
H (6.35, 3.62, 0.69)
H (6.66, 1.42, 0.49)
H (6.80, 1.83, -1.22)
H (5.26, -1.03, -0.99)
H (5.71, -0.45, 0.62)
H (3.72, -1.47, 1.08)
H (3.29, 0.22, 0.91)
H (0.85, -1.83, -0.85)
H (1.44, -1.79, 0.78)
H (2.49, 1.90, -0.81)
H (1.05, 2.96, -0.92)
H (0.30, 1.09, -2.77)
H (0.06, 1.95, 2.44)
H (1.70, 1.22, 2.43)
H (-0.42, -0.80, 2.39)
H (0.91, -1.84, 4.07)
H (2.01, -1.12, 2.91)
H (1.72, -0.33, 4.48)
H (-2.13, 0.08, 0.46)
H (-1.69, 0.06, -1.25)
H (-1.19, 2.75, -0.28)
H (-3.20, 1.94, -2.05)
H (-3.52, 1.53, 0.93)
H (-3.97, 2.80, -0.26)
H (-3.62, 4.05, 1.58)
H (-2.32, 3.15, 2.10)
C (-6.53, 4.44, 6.98)
C (-6.80, 3.34, 6.18)
C (-5.76, 2.57, 5.68)
C (-4.46, 2.92, 5.99)
C (-4.17, 4.02, 6.77)
C (-5.22, 4.78, 7.27)
N (-3.36, 2.09, 5.47)
O (-3.64, 1.15, 4.77)
O (-2.23, 2.41, 5.79)
H (-7.34, 5.04, 7.37)
H (-7.83, 3.07, 5.95)
H (-5.97, 1.71, 5.06)
H (-3.15, 4.28, 7.00)
H (-5.00, 5.65, 7.89)
C (0.23, -6.07, -3.99)
C (1.49, -6.46, -3.53)
C (1.90, -6.11, -2.26)
C (1.04, -5.39, -1.45)
C (-0.22, -5.01, -1.88)
C (-0.62, -5.35, -3.16)
N (1.46, -5.01, -0.09)
O (2.58, -5.33, 0.26)
O (0.67, -4.38, 0.56)
H (-0.09, -6.34, -4.98)
H (2.15, -7.02, -4.18)
H (2.88, -6.40, -1.90)
H (-0.87, -4.44, -1.24)
H (-1.60, -5.05, -3.51)
C (1.37, -0.31, -6.05)
C (1.02, -0.34, -4.70)
C (-0.10, -1.04, -4.30)
C (-0.86, -1.71, -5.25)
C (-0.52, -1.69, -6.60)
C (0.60, -0.98, -6.99)
N (-2.04, -2.47, -4.82)
O (-2.30, -2.45, -3.63)
O (-2.68, -3.08, -5.66)
H (2.25, 0.23, -6.36)
H (1.62, 0.19, -3.97)
H (-0.38, -1.06, -3.26)
H (-1.12, -2.21, -7.33)
H (0.88, -0.96, -8.04)

Output
* multiplicity: 1
* max |F|: 2.67 eV/A
* net charge: -1
* frontier orbital gap: 5.79 eV
* HOMO: -4.55 eV
* LUMO: 1.240 eV

***

6.
Here is a molecular structure, C22H18AsN2O8S2Sn from the OMol25 dataset. Energies are from ωB97M-V/def2-TZVPD.

Positions of all 54 atoms, in Å:
Sn (2.14, -0.49, -2.50)
C (2.77, -0.22, 6.83)
C (2.23, -0.35, 5.43)
C (2.69, 0.46, 4.40)
C (2.19, 0.35, 3.11)
C (1.21, -0.59, 2.84)
C (0.74, -1.43, 3.85)
C (1.25, -1.30, 5.13)
S (1.54, -1.72, 0.53)
O (0.68, -0.69, 1.58)
O (1.17, -3.06, 1.00)
N (0.77, -1.33, -0.83)
C (-0.56, -1.64, -1.06)
C (-1.50, -2.05, -0.14)
C (-2.82, -2.33, -0.52)
C (-3.23, -2.23, -1.82)
C (-2.30, -1.82, -2.80)
C (-2.62, -1.70, -4.18)
C (-1.67, -1.29, -5.06)
C (-0.38, -0.99, -4.58)
N (-0.05, -1.12, -3.32)
C (-0.98, -1.53, -2.42)
H (3.58, 0.50, 6.87)
H (3.15, -1.18, 7.20)
H (1.99, 0.11, 7.52)
H (3.45, 1.20, 4.61)
H (2.54, 1.00, 2.31)
H (0.00, -2.17, 3.61)
H (0.88, -1.95, 5.92)
H (-1.21, -2.16, 0.90)
H (-3.52, -2.64, 0.24)
H (-4.25, -2.45, -2.11)
H (-3.63, -1.92, -4.50)
H (-1.89, -1.15, -6.11)
H (0.38, -0.60, -5.24)
O (0.75, 3.85, -3.90)
As (0.23, 2.20, -3.59)
O (-0.93, 1.90, -4.70)
O (1.58, 1.18, -3.66)
C (-0.52, 2.05, -1.81)
C (-1.89, 1.78, -1.80)
C (-2.56, 1.60, -0.60)
C (-1.87, 1.71, 0.59)
C (-0.51, 1.97, 0.59)
C (0.17, 2.12, -0.60)
S (1.94, 2.34, -0.57)
O (2.24, 3.27, -1.62)
O (2.29, 2.73, 0.78)
O (2.46, 0.97, -0.85)
H (0.21, 4.10, -4.66)
H (-2.40, 1.70, -2.75)
H (-3.61, 1.37, -0.61)
H (-2.39, 1.57, 1.54)
H (0.05, 2.05, 1.52)

Output
* multiplicity: 1
* max |F|: 0.29 eV/A
* net charge: -1
* frontier orbital gap: 7.71 eV
* HOMO: -5.36 eV
* LUMO: 2.354 eV

***

7.
Here is a single C15H30O4 molecule from the OMol25 dataset. Energies are from ωB97M-V/def2-TZVPD.

Positions of all 49 atoms, in Å:
C (3.96, 3.89, -2.59)
C (3.86, 3.17, -3.93)
C (3.20, 1.80, -3.82)
C (4.04, 0.79, -3.03)
C (3.50, -0.64, -3.12)
C (2.09, -0.83, -2.58)
C (1.95, -0.49, -1.10)
C (0.56, -0.84, -0.57)
C (0.41, -0.47, 0.91)
C (-0.92, -0.91, 1.51)
C (-2.12, -0.13, 0.93)
C (-3.37, -0.59, 1.62)
O (-4.03, -1.55, 1.29)
O (-3.67, 0.19, 2.66)
C (-4.82, -0.14, 3.44)
C (-4.48, -1.02, 4.66)
O (-5.66, -1.25, 5.39)
C (-3.85, -2.36, 4.27)
O (-4.72, -3.13, 3.49)
H (4.36, 4.90, -2.73)
H (4.62, 3.36, -1.91)
H (2.98, 3.98, -2.13)
H (4.85, 3.06, -4.36)
H (3.27, 3.79, -4.62)
H (2.22, 1.91, -3.35)
H (3.04, 1.40, -4.83)
H (4.09, 1.09, -1.98)
H (5.05, 0.80, -3.42)
H (3.52, -0.95, -4.17)
H (4.18, -1.29, -2.57)
H (1.39, -0.23, -3.16)
H (1.81, -1.88, -2.72)
H (2.70, -1.05, -0.53)
H (2.13, 0.57, -0.94)
H (-0.18, -0.30, -1.16)
H (0.37, -1.91, -0.69)
H (0.53, 0.61, 1.03)
H (1.21, -0.96, 1.47)
H (-0.89, -0.74, 2.59)
H (-1.07, -1.97, 1.34)
H (-1.98, 0.93, 1.10)
H (-2.21, -0.34, -0.13)
H (-5.55, -0.66, 2.81)
H (-5.24, 0.80, 3.78)
H (-3.80, -0.47, 5.32)
H (-6.09, -2.01, 4.99)
H (-2.89, -2.20, 3.76)
H (-3.66, -2.94, 5.18)
H (-4.69, -2.80, 2.57)

Output
* multiplicity: 1
* max |F|: 0.82 eV/A
* structure (SMILES): CCCCCCCCCCCC(=O)OC[C@@H](O)CO
* frontier orbital gap: 10.77 eV
* HOMO: -9.99 eV
* LUMO: 0.777 eV

***

8.
Here is 2 unconnected molecules or ions with the total composition C4H12N2O2 at a distorted geometry from the OMol25 dataset. Energies are from ωB97M-V/def2-TZVPD.

Positions of all 20 atoms, in Å:
C (-1.59, -0.43, -0.48)
C (-1.09, -1.25, 0.67)
O (-1.80, -1.78, 1.51)
N (0.27, -1.24, 0.86)
C (1.35, -1.04, -0.15)
C (1.73, 0.52, -0.08)
N (2.33, 0.87, 1.20)
H (-2.50, -0.84, -0.92)
H (-1.79, 0.62, -0.31)
H (-0.84, -0.43, -1.28)
H (0.73, -1.68, 1.63)
H (2.21, -1.59, 0.23)
H (0.88, -1.17, -1.12)
H (2.43, 0.74, -0.88)
H (0.79, 1.06, -0.10)
H (1.72, 0.76, 2.00)
H (3.31, 0.66, 1.25)
O (-2.37, 2.24, -1.34)
H (-2.98, 2.15, -0.60)
H (-2.78, 1.82, -2.09)

Output
* multiplicity: 1
* max |F|: 3.85 eV/A
* structure (SMILES): CC(=O)NCCN.O
* frontier orbital gap: 9.45 eV
* HOMO: -8.77 eV
* LUMO: 0.679 eV